Record 1
# C3H10O2

A cluster of 2 separate species, C3H10O2 in total (wB97M-V/def2-TZVPD, OMol25).

Values from the calculation:
energy above the lowest of the compared OMol25 structures with the same formula, charge and spin: 120.2 kJ/mol
electronic energy: -270.34998 a.u.
expectation value of S²: 0.755
E_LUMO (alpha / beta): -3.5 / -10.4 eV
frontier orbital gap (alpha / beta): 12.393 / 3.885 eV

The geometry in ORCA input format:
```
! RIJCOSX wB97M-V def2-TZVPD def2/J DEFGRID3
* xyz 1 2
C -1.577 -1.117 -1.541
O -1.913 -1.469 -0.228
H -1.522 -0.019 -1.721
H -2.416 -1.486 -2.121
H -0.606 -1.539 -1.806
H -1.176 -1.407 0.399
C 0.602 0.942 0.414
O 1.160 2.145 0.277
C 1.526 0.054 1.273
H 0.529 0.396 -0.556
H -0.400 0.901 0.857
H 0.491 2.835 0.228
H 2.556 0.287 0.996
H 1.346 -0.972 1.246
H 1.400 0.451 2.285
*
```

Atomic partial charges in e from the natural (NBO) method, atoms 1 to 8: atom 1 (C): -0.27, atom 2 (O): -0.56, atom 3 (H): 0.20, atom 4 (H): 0.24, atom 5 (H): 0.20, atom 6 (H): 0.47, atom 7 (C): -0.09, atom 8 (O): -0.40

Record 2
# C3H10O2S2

A cluster of 2 separate species, C3H10O2S2 in total (wB97M-V/def2-TZVPD, OMol25).

Values from the calculation:
SMILES string: OCCCSS.O
energy above the lowest of the compared OMol25 structures with the same formula, charge and spin: 32.7 kJ/mol
electronic energy: -1067.13389 a.u.
E_LUMO: 0.3 eV
frontier orbital gap: 8.541 eV

The geometry in ORCA input format:
```
! RIJCOSX wB97M-V def2-TZVPD def2/J DEFGRID3
* xyz 0 1
O 1.389 -0.910 -0.747
C 0.317 -0.168 -1.325
C -0.921 -0.474 -0.489
C -0.783 0.242 0.852
S -1.470 -0.704 2.275
S -3.258 -1.425 1.513
H 2.230 -0.488 -0.935
H 0.202 -0.560 -2.328
H 0.481 0.910 -1.342
H -1.027 -1.556 -0.391
H -1.777 -0.102 -1.040
H -1.334 1.170 0.904
H 0.263 0.221 1.130
H -4.101 -1.029 2.473
O 2.848 1.566 -0.143
H 3.586 1.214 0.377
H 3.355 2.093 -0.785
*
```

Atomic partial charges in e from the natural (NBO) method, atoms 1 to 8: atom 1 (O): -0.74, atom 2 (C): -0.06, atom 3 (C): -0.44, atom 4 (C): -0.51, atom 5 (S): 0.07, atom 6 (S): -0.17, atom 7 (H): 0.48, atom 8 (H): 0.17

Record 3
# C3H10O3

A cluster of 3 separate species, C3H10O3 in total (wB97M-V/def2-TZVPD, OMol25).

Values from the calculation:
SMILES string: C=C(C)O.O.O
energy above the lowest of the compared OMol25 structures with the same formula, charge and spin: 165.8 kJ/mol
electronic energy: -345.95132 a.u.
E_LUMO: 0.4 eV
frontier orbital gap: 8.543 eV

The geometry in ORCA input format:
```
! RIJCOSX wB97M-V def2-TZVPD def2/J DEFGRID3
* xyz 0 1
C -0.384 2.486 -0.494
C 0.410 1.676 0.235
C 1.856 1.566 -0.185
O -0.216 0.963 1.292
H -1.313 2.803 -0.032
H -0.208 2.532 -1.564
H 2.047 0.526 -0.408
H 1.988 2.044 -1.146
H 2.731 1.779 0.495
H 0.509 0.301 1.301
O 1.435 -1.331 1.789
H 1.166 -1.658 2.659
H 2.375 -1.188 1.954
O -4.321 -3.906 -1.711
H -4.683 -4.638 -2.230
H -3.392 -3.953 -1.955
*
```

Atomic partial charges in e from the natural (NBO) method, atoms 1 to 8: atom 1 (C): -0.52, atom 2 (C): 0.31, atom 3 (C): -0.69, atom 4 (O): -0.69, atom 5 (H): 0.21, atom 6 (H): 0.20, atom 7 (H): 0.20, atom 8 (H): 0.24

Record 4
# C3H10O3

A cluster of 2 separate species, C3H10O3 in total (wB97M-V/def2-TZVPD, OMol25).

Values from the calculation:
SMILES string: OCCCO.O
energy above the lowest of the compared OMol25 structures with the same formula, charge and spin: 109.2 kJ/mol
electronic energy: -345.97285 a.u.
E_LUMO: 0.7 eV
frontier orbital gap: 11.121 eV

The geometry in ORCA input format:
```
! RIJCOSX wB97M-V def2-TZVPD def2/J DEFGRID3
* xyz 0 1
O -1.807 -0.464 -0.376
C -0.605 0.060 -0.926
C 0.596 -0.489 -0.158
C 1.782 0.588 -0.455
O 2.906 -0.015 0.212
H -2.578 -0.211 -0.902
H -0.467 -0.289 -1.952
H -0.670 1.139 -0.700
H 0.425 -0.686 0.893
H 1.009 -1.380 -0.630
H 1.932 0.503 -1.505
H 1.591 1.499 0.083
H 2.846 -0.949 0.408
O -2.529 0.557 2.038
H -2.166 0.165 1.215
H -2.267 -0.028 2.755
*
```

Atomic partial charges in e from the natural (NBO) method, atoms 1 to 8: atom 1 (O): -0.74, atom 2 (C): -0.08, atom 3 (C): -0.43, atom 4 (C): -0.05, atom 5 (O): -0.75, atom 6 (H): 0.48, atom 7 (H): 0.18, atom 8 (H): 0.18

Record 5
# C3H10O3

A cluster of 3 separate species, C3H10O3 in total (wB97M-V/def2-TZVPD, OMol25).

Values from the calculation:
SMILES string: C/C=C/O.O.O
energy above the lowest of the compared OMol25 structures with the same formula, charge and spin: 246.5 kJ/mol
electronic energy: -345.92057 a.u.
E_LUMO: 0.5 eV
frontier orbital gap: 9.183 eV

The geometry in ORCA input format:
```
! RIJCOSX wB97M-V def2-TZVPD def2/J DEFGRID3
* xyz 0 1
C -1.552 -1.839 1.310
C -0.640 -1.433 2.397
C -0.746 -0.086 2.856
O 0.217 0.774 3.409
H -1.806 -2.915 1.467
H -2.514 -1.188 1.290
H -1.203 -1.817 0.302
H 0.485 -1.734 2.422
H -1.825 0.081 2.980
H 0.504 1.516 2.929
O 3.213 4.220 -4.640
H 3.139 3.665 -5.384
H 3.629 3.809 -3.857
O -0.696 -1.117 -2.448
H -0.273 -0.232 -2.545
H 0.068 -1.705 -2.486
*
```

Atomic partial charges in e from the natural (NBO) method, atoms 1 to 8: atom 1 (C): -0.65, atom 2 (C): -0.26, atom 3 (C): 0.15, atom 4 (O): -0.73, atom 5 (H): 0.20, atom 6 (H): 0.21, atom 7 (H): 0.24, atom 8 (H): 0.20

Record 6
# C3H10O3

A cluster of 3 separate species, C3H10O3 in total (wB97M-V/def2-TZVPD, OMol25).

Values from the calculation:
SMILES string: C=C(C)O.O.O
energy above the lowest of the compared OMol25 structures with the same formula, charge and spin: 104.2 kJ/mol
electronic energy: -345.97476 a.u.
E_LUMO: 0.6 eV
frontier orbital gap: 10.142 eV

The geometry in ORCA input format:
```
! RIJCOSX wB97M-V def2-TZVPD def2/J DEFGRID3
* xyz 0 1
C 1.593 -0.187 -0.199
C 0.738 0.472 -0.976
C 0.107 -0.067 -2.255
O -0.025 1.564 -0.531
H 1.973 -1.157 -0.474
H 1.598 0.113 0.848
H 0.480 0.473 -3.138
H 0.388 -1.130 -2.309
H -0.977 -0.018 -2.364
H 0.606 2.293 -0.640
O -0.138 1.085 2.538
H -0.301 1.798 1.885
H -0.504 0.407 1.954
O -1.881 -1.504 1.719
H -1.458 -2.296 1.362
H -2.199 -1.847 2.581
*
```

Atomic partial charges in e from the natural (NBO) method, atoms 1 to 8: atom 1 (C): -0.49, atom 2 (C): 0.31, atom 3 (C): -0.67, atom 4 (O): -0.73, atom 5 (H): 0.21, atom 6 (H): 0.23, atom 7 (H): 0.22, atom 8 (H): 0.21

Record 7
# C3H10O3S

A cluster of 3 separate species, C3H10O3S in total (wB97M-V/def2-TZVPD, OMol25).

Values from the calculation:
SMILES string: O=CCCS.O.O
energy above the lowest of the compared OMol25 structures with the same formula, charge and spin: 166.2 kJ/mol
electronic energy: -744.13863 a.u.
E_LUMO: 0.2 eV
frontier orbital gap: 9.491 eV

The geometry in ORCA input format:
```
! RIJCOSX wB97M-V def2-TZVPD def2/J DEFGRID3
* xyz 0 1
O 2.520 -2.167 -0.870
C 1.774 -1.346 -1.387
C 1.350 -0.048 -0.810
C -0.046 0.150 -0.377
S -0.478 -0.638 1.267
H 1.633 -1.422 -2.442
H 1.702 0.826 -1.397
H 1.923 -0.011 0.104
H -0.120 1.261 -0.085
H -0.925 -0.181 -1.125
H -1.114 -1.720 0.628
O 1.430 -3.246 1.626
H 1.338 -2.605 0.839
H 0.833 -3.874 1.199
O -3.735 4.953 0.613
H -4.696 4.789 0.823
H -3.388 5.278 1.394
*
```

Atomic partial charges in e from the natural (NBO) method, atoms 1 to 8: atom 1 (O): -0.50, atom 2 (C): 0.44, atom 3 (C): -0.57, atom 4 (C): -0.50, atom 5 (S): -0.04, atom 6 (H): 0.11, atom 7 (H): 0.24, atom 8 (H): 0.24

Record 8
# C3H10OS

A cluster of 2 separate species, C3H10OS in total (wB97M-V/def2-TZVPD, OMol25).

Values from the calculation:
SMILES string: CSC.CO
energy above the lowest of the compared OMol25 structures with the same formula, charge and spin: 140.1 kJ/mol
electronic energy: -593.66375 a.u.
E_LUMO: 0.9 eV
frontier orbital gap: 9.067 eV

The geometry in ORCA input format:
```
! RIJCOSX wB97M-V def2-TZVPD def2/J DEFGRID3
* xyz 0 1
C -2.443 0.151 -0.974
S -0.703 0.363 -0.604
C -0.790 1.196 0.988
H -2.933 1.210 -1.267
H -3.108 -0.218 -0.124
H -2.679 -0.418 -1.900
H 0.094 0.913 1.739
H -0.812 2.282 0.796
H -1.779 1.002 1.601
C 2.838 -0.810 0.134
O 1.722 -1.205 0.906
H 3.110 -1.489 -0.682
H 2.580 0.143 -0.418
H 3.665 -0.646 0.787
H 1.697 -2.159 0.989
*
```

Atomic partial charges in e from the natural (NBO) method, atoms 1 to 8: atom 1 (C): -0.79, atom 2 (S): 0.22, atom 3 (C): -0.79, atom 4 (H): 0.20, atom 5 (H): 0.22, atom 6 (H): 0.24, atom 7 (H): 0.25, atom 8 (H): 0.21

Record 9
# C3H10OS

A cluster of 2 separate species, C3H10OS in total (wB97M-V/def2-TZVPD, OMol25).

Values from the calculation:
SMILES string: CCCS.O
energy above the lowest of the compared OMol25 structures with the same formula, charge and spin: 90.6 kJ/mol
electronic energy: -593.68261 a.u.
E_LUMO: 0.8 eV
frontier orbital gap: 9.912 eV

The geometry in ORCA input format:
```
! RIJCOSX wB97M-V def2-TZVPD def2/J DEFGRID3
* xyz 0 1
C 1.496 -0.001 -1.049
C 0.514 -0.898 -0.337
C -0.180 -0.217 0.809
S -0.951 -1.517 1.942
H 1.608 -0.351 -2.091
H 2.389 0.030 -0.433
H 1.226 1.025 -1.265
H -0.216 -1.507 -0.922
H 1.125 -1.756 0.041
H -1.140 0.215 0.596
H 0.404 0.608 1.262
H -0.789 -1.184 3.218
O -1.966 2.079 -0.835
H -1.620 2.351 0.006
H -1.901 1.123 -0.942
*
```

Atomic partial charges in e from the natural (NBO) method, atoms 1 to 8: atom 1 (C): -0.62, atom 2 (C): -0.44, atom 3 (C): -0.47, atom 4 (S): -0.11, atom 5 (H): 0.22, atom 6 (H): 0.21, atom 7 (H): 0.21, atom 8 (H): 0.21

Record 10
# C3H10OS

A cluster of 2 separate species, C3H10OS in total (wB97M-V/def2-TZVPD, OMol25).

Values from the calculation:
SMILES string: CCSC.O
energy above the lowest of the compared OMol25 structures with the same formula, charge and spin: 32.2 kJ/mol
electronic energy: -593.70485 a.u.
E_LUMO: 0.8 eV
frontier orbital gap: 9.078 eV

The geometry in ORCA input format:
```
! RIJCOSX wB97M-V def2-TZVPD def2/J DEFGRID3
* xyz 0 1
C 1.413 3.965 0.363
C 0.989 2.641 -0.306
S 1.250 1.110 0.707
C 0.000 0.000 0.000
H 0.845 4.304 1.246
H 1.232 4.672 -0.464
H 2.488 3.980 0.610
H -0.081 2.633 -0.590
H 1.585 2.615 -1.238
H 0.001 -0.989 0.488
H 0.293 -0.129 -1.055
H -1.024 0.408 0.033
O 2.831 -0.703 -3.471
H 3.515 -1.241 -3.011
H 3.325 -0.219 -4.171
*
```

Atomic partial charges in e from the natural (NBO) method, atoms 1 to 8: atom 1 (C): -0.61, atom 2 (C): -0.51, atom 3 (S): 0.15, atom 4 (C): -0.75, atom 5 (H): 0.21, atom 6 (H): 0.21, atom 7 (H): 0.21, atom 8 (H): 0.21